No. 1
An isolated molecule of CH5N3O3 at a distorted geometry, computed with ωB97M-V/def2-TZVPD.

As for the structure (SMILES): ON=C(NO)NO. For the HOMO-LUMO gap, the calculation gives 9.69 eV. The energy above the lowest of the compared OMol25 structures with the same formula, charge and spin comes out at 74.4 kcal/mol. The value obtained for the max |F| is 4.65 eV Å⁻¹. The HOMO energy is -9.0 eV.

Structure (XYZ):
```
12
CH5N3O3, DFT ωB97M-V/def2-TZVPD
O -0.7678 -1.4764 1.4212
N -1.0140 -0.1063 1.0982
C -0.2949 0.1727 0.0976
N 0.5137 -0.7282 -0.5562
O 1.4414 -1.3622 0.3655
N -0.2153 1.5692 -0.2858
O 0.0540 1.7806 -1.6987
H -1.6672 -1.7229 1.9308
H 1.1753 -0.2116 -1.1707
H 0.9939 -2.1886 0.5562
H -1.1203 2.0070 -0.0577
H 0.9012 2.2666 -1.7003
```

No. 2
C7H15ClLi2NO5 as an isolated structure at a distorted geometry, computed with ωB97M-V/def2-TZVPD.

For the HOMO-LUMO gap, the calculation gives 5.46 eV. The energy above the lowest of the compared OMol25 structures with the same formula, charge and spin comes out at 0.0 kcal/mol. Its total charge is -1. The value obtained for the max |F| is 1.60 eV Å⁻¹. The HOMO energy is -3.1 eV.

Structure (XYZ):
```
31
C7H15ClLi2NO5, DFT ωB97M-V/def2-TZVPD
Li -1.4712 -0.3463 1.1600
Li -2.6094 2.1976 2.0431
Cl -1.0496 0.8742 3.2300
C -3.7044 0.1183 0.1697
O -4.7664 0.2961 -0.4561
O -2.9202 1.1502 0.4999
O -3.2341 -1.0519 0.5185
C -1.2489 -3.5255 0.9322
O -0.5839 -2.3242 1.1724
C 0.6385 -2.2330 0.5013
C 1.1834 -0.8247 0.5672
N 0.2372 0.1531 0.0303
C 0.6177 1.5355 0.2740
C 1.7226 2.0393 -0.6306
O 1.3187 1.8354 -1.9655
C 2.1987 2.4013 -2.8876
H -2.1387 -3.5519 1.5550
H -0.6213 -4.4014 1.1777
H -1.5594 -3.6210 -0.1154
H 0.5438 -2.5413 -0.5509
H 1.3920 -2.8901 0.9701
H 2.1513 -0.8272 0.0423
H 1.3577 -0.5524 1.6117
H 0.1030 0.0184 -0.9658
H 0.8695 1.6448 1.3286
H -0.2759 2.1509 0.1178
H 2.6532 1.4818 -0.4297
H 1.9043 3.1055 -0.4391
H 3.2144 1.9908 -2.8027
H 2.2655 3.4956 -2.7716
H 1.8122 2.2020 -3.8870
```

No. 3
C7H18N4PdS as an isolated structure at a distorted geometry, computed with ωB97M-V/def2-TZVPD.

For the HOMO-LUMO gap (spin up / spin down), the calculation gives 3.82 / 6.33 eV. As for the spin multiplicity: 2. Its total charge is -1. The value obtained for the max |F| is 3.07 eV Å⁻¹. The HOMO energy (spin up / spin down) is -0.5 / -3.1 eV.

Structure (XYZ):
```
31
C7H18N4PdS, DFT ωB97M-V/def2-TZVPD
Pd -0.5547 -0.7508 -1.5881
N 2.5231 -1.0169 -1.8061
C 2.2868 0.1858 -0.9701
C 1.5007 -0.0635 0.2633
N 0.1084 0.4145 0.3104
C -0.4233 0.0279 1.6545
C -0.5637 -1.4983 1.9968
N -1.7528 -2.0035 1.3638
C 0.1372 1.8995 0.2788
C -1.2058 2.5649 -0.0281
N -1.9713 2.1763 -1.1872
H 1.6579 -1.3169 -2.3035
H 2.8697 -1.8596 -1.4094
H 3.2207 0.6970 -0.7679
H 1.6705 0.9138 -1.6274
H 1.4441 -1.1466 0.4427
H 2.1228 0.4605 1.0738
H 0.3014 0.4220 2.3681
H -1.4535 0.4512 1.7779
H 0.4023 -2.0522 1.8315
H -0.6532 -1.4985 3.0584
H -1.5571 -2.0104 0.4057
H -1.8369 -3.0018 1.5723
H 0.3832 2.3493 1.2815
H 0.8249 2.2804 -0.4146
H -1.9229 2.4287 0.7656
H -0.9327 3.5789 -0.0045
H -2.4977 1.3244 -1.0297
H -1.3638 1.9459 -1.9833
S -1.7249 -3.6147 -2.8683
C -1.0395 -2.2873 -2.4569
```